[1]
DFT (ωB97M-V with the def2-TZVPD basis set) results for the ion C10H19N2 with charge +1 in a non-equilibrium geometry.

As for the charge: +1. The HOMO energy (spin up / spin down) is -11.606 / -11.606 eV. The calculation puts the energy above the lowest of the compared OMol25 structures with the same formula, charge and spin at 5.628 eV. The value obtained for the electronic energy is -501.52882 hartree.

```
31
Properties=species:S:1:pos:R:3:forces:R:3
C 1.069 -0.724 -0.140 -0.849 -0.372 -0.350
C -1.212 0.935 -0.835 0.279 -2.576 1.425
C -1.342 -1.350 0.102 0.009 0.085 -0.708
C -1.730 2.190 -1.423 -0.652 -3.509 0.151
C -1.578 -1.522 1.576 -3.852 -0.613 0.677
C 2.361 1.038 -1.091 2.504 1.165 -1.111
C 3.459 -0.983 0.200 -0.465 -1.218 0.701
C 1.906 0.631 1.480 -0.180 0.103 -0.658
C -3.398 -0.374 -0.704 0.090 0.652 2.555
C 2.303 -0.030 0.006 -0.670 1.819 1.008
N 0.115 -1.363 -0.061 -1.045 0.152 -0.431
N -1.983 -0.110 -0.438 2.921 2.700 -2.150
H -1.761 -2.182 -0.536 0.654 0.590 1.022
H -0.971 2.775 -1.822 0.993 0.877 -1.216
H -2.110 2.661 -0.606 -0.980 1.930 2.755
H -2.629 1.976 -1.948 -0.609 0.353 -1.545
H -1.486 -0.675 2.278 0.487 -0.070 -0.868
H -1.015 -2.354 1.869 0.989 -1.089 0.855
H -2.683 -1.892 1.741 1.951 0.738 -0.414
H 1.427 1.502 -1.333 -0.791 -0.220 0.092
H 3.005 1.941 -0.792 -0.541 -1.584 -0.156
H 2.805 0.630 -2.060 -0.566 0.390 1.342
H 4.282 -0.374 0.463 1.077 0.520 0.282
H 3.793 -1.728 -0.560 -0.791 0.837 0.226
H 3.117 -1.490 1.119 0.879 -0.442 -0.392
H 0.873 1.004 1.345 0.695 0.537 0.143
H 2.604 1.389 1.924 -0.498 -0.565 -1.048
H 1.792 -0.148 2.231 0.284 -0.345 -0.113
H -3.844 0.487 -1.262 0.161 -1.277 0.451
H -3.765 -0.483 0.369 -0.660 0.425 -1.591
H -3.406 -1.378 -1.094 -0.824 0.010 -0.934
```
Forces are in eV/Å.

[2]
DFT (ωB97M-V with the def2-TZVPD basis set) results for a structure of composition BeF2H12O6 in a non-equilibrium geometry.

The HOMO energy is -10.499 eV. The calculation puts the energy above the lowest of the compared OMol25 structures with the same formula, charge and spin at 0.000 eV. The value obtained for the electronic energy is -673.30648 hartree.

```
21
Properties=species:S:1:pos:R:3:forces:R:3
Be -0.368 0.500 -0.830 0.459 0.286 1.671
F 0.280 -0.808 -1.029 -0.353 0.449 -0.398
F 0.048 1.322 0.483 -0.379 -0.172 -2.197
O -0.173 1.586 -2.126 -0.831 -0.273 -0.660
H 0.347 2.339 -1.861 0.442 0.539 0.231
H -0.793 1.863 -2.830 0.423 -0.318 0.642
O 2.803 0.136 -1.059 1.158 -0.369 -0.411
H 2.351 -0.601 -0.610 0.369 0.314 -0.637
H 3.633 -0.202 -1.490 -1.414 0.252 0.862
O -0.362 -3.127 -0.042 0.120 0.490 -0.653
H -0.061 -2.325 -0.528 0.122 -0.725 0.131
H -0.950 -2.699 0.574 -0.305 -0.154 0.772
O -1.277 1.407 2.655 -0.484 0.460 -1.025
H -0.980 0.593 3.039 0.318 -0.664 0.431
H -0.879 1.390 1.746 -0.221 0.249 1.079
O 1.014 -0.515 2.009 1.122 -3.063 1.021
H 0.848 0.298 1.589 0.084 1.521 -1.331
H 1.634 -1.073 1.475 -1.016 1.089 0.674
O -2.118 0.217 -0.611 -0.019 0.196 -0.173
H -2.580 0.368 0.214 0.236 0.992 0.811
H -2.415 -0.671 -0.769 0.167 -1.099 -0.839
```
Forces are in eV/Å.

[3]
DFT (ωB97M-V with the def2-TZVPD basis set) results for the molecule C3H4N2 in a non-equilibrium geometry.

The HOMO energy is -10.429 eV. The calculation puts the energy above the lowest of the compared OMol25 structures with the same formula, charge and spin at 1.771 eV. The value obtained for the electronic energy is -226.16011 hartree.

```
9
Properties=species:S:1:pos:R:3:forces:R:3
C 1.936 0.187 0.106 2.662 1.085 0.360
C -0.543 0.401 -0.118 -0.103 2.447 0.570
C 0.703 -0.518 -0.086 -1.752 1.640 5.342
N 2.932 0.762 0.292 -1.943 -1.007 -0.374
N -0.904 1.642 -0.068 2.751 -0.128 0.868
H -1.398 -0.190 -0.130 -1.504 -1.521 -0.521
H 0.478 -1.266 0.832 0.734 1.623 -2.049
H 0.610 -1.037 -0.934 0.238 -2.214 -3.323
H -0.143 2.391 0.155 -1.085 -1.925 -0.874
```
Forces are in eV/Å.

[4]
DFT (ωB97M-V with the def2-TZVPD basis set) results for the ion C3H6NO2 with charge +1 in a non-equilibrium geometry.

As for the charge: +1. The HOMO energy is -13.793 eV. The calculation puts the energy above the lowest of the compared OMol25 structures with the same formula, charge and spin at 2.606 eV. The value obtained for the electronic energy is -322.78310 hartree.

```
12
Properties=species:S:1:pos:R:3:forces:R:3
C -2.698 0.272 -0.180 3.371 0.682 -0.284
C -0.348 1.104 0.140 -0.601 3.073 -0.750
C 0.989 0.558 0.702 0.437 1.842 1.569
N 2.104 0.358 -0.141 -0.037 -1.383 -1.905
O -0.785 2.148 -0.232 1.731 -2.960 1.008
O -1.519 -0.043 0.205 -2.648 -0.598 -0.612
H -3.433 -0.534 -0.395 0.402 0.564 0.625
H -2.779 1.373 -0.443 -0.628 -1.193 0.298
H 0.834 -0.316 1.318 -0.504 -0.224 -0.091
H 1.428 1.351 1.359 -1.913 0.024 0.333
H 2.761 -0.214 0.366 0.279 -0.029 -0.344
H 2.528 1.186 -0.519 0.111 0.201 0.153
```
Forces are in eV/Å.

[5]
DFT (ωB97M-V with the def2-TZVPD basis set) results for a structure of composition C11H13F6MnNO in a non-equilibrium geometry.

The HOMO energy (spin up / spin down) is -7.945 / -7.658 eV. The expectation value of S² is 3.912. The value obtained for the electronic energy is -2307.01123 hartree. The spin multiplicity is 4.

```
33
Properties=species:S:1:pos:R:3:forces:R:3
C -0.757 1.039 -1.898 0.494 1.110 0.681
C 0.592 1.092 -2.377 -0.113 -0.021 0.982
C 1.383 1.863 -1.462 -1.307 1.181 0.158
C 0.458 2.423 -0.455 0.545 -1.168 -0.890
C -0.834 1.810 -0.691 0.252 0.666 -1.593
Mn 0.727 0.371 -0.093 -1.349 -0.618 0.956
N -0.857 -1.481 -0.065 0.324 0.480 1.342
C -0.674 -2.801 -0.484 1.011 -1.260 -1.045
C 0.661 -2.045 -0.752 -2.206 -1.098 0.587
H 2.435 2.096 -1.557 -0.163 0.119 -0.090
H 0.926 0.730 -3.345 0.069 -0.325 0.389
H 0.698 3.190 0.279 -0.088 -0.500 -0.068
H -1.746 2.013 -0.135 0.370 -0.203 -0.001
H -1.593 0.554 -2.399 0.342 -0.046 0.326
H 0.774 -1.821 -1.840 -0.088 0.417 1.359
H -1.304 -3.067 -1.348 0.549 -0.172 0.213
H -1.176 -1.482 0.970 2.035 0.533 -1.605
H 1.528 -2.437 -0.178 -0.871 0.748 -0.123
H -0.577 -3.616 0.265 -0.260 0.653 -0.393
C 1.905 1.108 3.537 0.305 0.231 0.068
C 0.587 0.462 3.149 -0.643 -0.800 0.355
O 0.196 0.613 1.859 0.177 0.024 -0.232
C 0.746 -1.082 3.410 0.281 -0.069 -0.002
F 1.225 -1.394 4.642 -0.422 0.004 -0.836
F -0.407 -1.782 3.218 0.823 0.341 0.148
F 1.659 -1.575 2.499 -0.708 0.143 0.672
C -0.531 1.026 4.162 0.269 -0.109 -0.127
F -0.213 0.810 5.486 -0.271 0.135 -1.283
F -0.645 2.369 4.008 -0.008 -0.816 0.060
F -1.750 0.478 3.953 0.715 0.419 0.123
H 2.709 0.653 2.956 -0.027 0.053 -0.007
H 2.113 0.961 4.598 0.047 0.064 -0.100
H 1.877 2.178 3.322 -0.082 -0.117 -0.022
```
Forces are in eV/Å.

[6]
DFT (ωB97M-V with the def2-TZVPD basis set) results for a structure of composition C5H5N3 in a non-equilibrium geometry.

The HOMO energy is -7.920 eV. The calculation puts the energy above the lowest of the compared OMol25 structures with the same formula, charge and spin at 4.857 eV. The value obtained for the electronic energy is -357.59413 hartree.

```
13
Properties=species:S:1:pos:R:3:forces:R:3
C 1.330 -0.142 -0.103 6.157 -0.822 2.705
C -0.090 1.165 -0.034 -9.477 6.724 -1.004
C -0.819 0.025 -0.123 2.274 -0.554 0.628
C -2.140 -0.313 -0.193 -8.308 0.885 1.933
C -3.407 -0.226 0.102 1.909 1.097 -2.716
H 3.344 0.363 -0.364 -1.960 -2.884 1.016
H 3.032 -1.022 0.916 -0.782 1.898 -4.285
H -0.625 2.138 -0.214 0.412 -0.794 0.636
H -0.104 -1.823 0.241 1.676 0.289 -0.665
H -4.640 0.123 -0.157 4.582 -1.692 0.928
N 2.753 -0.579 -0.184 0.084 0.306 3.424
N 1.143 1.173 0.128 4.408 -2.864 -1.682
N 0.225 -0.882 -0.015 -0.975 -1.589 -0.917
```
Forces are in eV/Å.